Record 1
Density functional theory data (the ωB97M-V functional and the def2-TZVPD basis) for C4H8O3 in the gas phase.

LUMO level: 0.026 Ha
spin multiplicity: 1
frontier orbital gap: 10.98 eV

Cartesian coordinates (Å):
1 C -0.814 0.630 -1.412
2 C -0.724 -0.460 -0.356
3 O -0.069 -1.553 -0.944
4 C 0.023 -0.044 0.942
5 O 0.469 -1.202 1.599
6 C 1.191 0.898 0.743
7 O 2.296 0.619 1.153
8 H -1.464 0.292 -2.224
9 H -1.219 1.567 -1.013
10 H 0.177 0.816 -1.839
11 H -1.743 -0.743 -0.044
12 H 0.163 -2.138 -0.206
13 H -0.690 0.507 1.580
14 H 1.421 -1.060 1.755
15 H 0.983 1.872 0.266


Record 2
Density functional theory data (the ωB97M-V functional and the def2-TZVPD basis) for C4H8O3 in the gas phase.

LUMO level: 0.029 Ha
spin multiplicity: 1
frontier orbital gap: 10.98 eV

Cartesian coordinates (Å):
1 C -2.283 -0.173 0.394
2 O -0.970 -0.446 -0.013
3 C 0.031 0.054 0.724
4 O -0.057 0.873 1.608
5 C 1.266 -0.453 0.077
6 C 1.019 0.391 -1.373
7 O 2.405 -0.439 0.921
8 H -2.454 -0.752 1.301
9 H -2.924 -0.522 -0.417
10 H -2.415 0.894 0.571
11 H 1.155 -1.512 -0.165
12 H 0.133 0.044 -1.956
13 H 1.873 0.294 -2.033
14 H 0.781 1.456 -1.201
15 H 2.439 0.290 1.562


Record 3
Density functional theory data (the ωB97M-V functional and the def2-TZVPD basis) for 3 unconnected molecules or ions with the total composition C4H8O3.

LUMO level (alpha / beta): 0.003 / -0.030 Ha
spin multiplicity: 1
frontier orbital gap (alpha / beta): 8.77 / 6.44 eV

Cartesian coordinates (Å):
1 C -1.406 0.340 -0.911
2 C 0.075 0.390 -0.622
3 O 0.693 1.319 -1.353
4 C 0.746 -0.034 0.671
5 O 0.880 1.055 1.552
6 C -0.054 -1.203 1.390
7 O -0.211 -1.080 2.579
8 H -1.526 -0.068 -1.917
9 H -1.915 -0.323 -0.210
10 H -1.902 1.320 -0.903
11 H 0.394 -1.313 -1.445
12 H 1.573 1.524 -0.999
13 H 1.746 -0.417 0.404
14 H 0.970 0.665 2.448
15 H -0.064 -2.177 -0.685


Record 4
Density functional theory data (the ωB97M-V functional and the def2-TZVPD basis) for a molecular structure, C4H8O3.

LUMO level: -0.022 Ha
spin multiplicity: 1
frontier orbital gap: 8.70 eV

Cartesian coordinates (Å):
1 C -1.126 1.118 -1.057
2 C -0.825 0.659 0.364
3 O -1.807 0.467 1.191
4 C 0.273 -0.315 0.497
5 O 1.205 -0.438 -0.462
6 C 2.452 -0.920 -0.101
7 O 2.778 -1.185 1.012
8 H -1.637 0.300 -1.574
9 H -0.231 1.391 -1.625
10 H -1.799 1.977 -1.011
11 H -0.027 1.363 0.837
12 H -1.712 -1.108 0.874
13 H -1.166 -1.642 0.575
14 H 0.559 -0.661 1.489
15 H 3.063 -1.006 -1.007


Record 5
Density functional theory data (the ωB97M-V functional and the def2-TZVPD basis) for C4H8O3 in the gas phase.

LUMO level: 0.031 Ha
spin multiplicity: 1
frontier orbital gap: 11.14 eV

Cartesian coordinates (Å):
1 C -1.715 0.971 -0.690
2 C -0.302 0.719 -0.178
3 O -0.288 1.042 1.195
4 C 0.095 -0.727 -0.456
5 O 1.525 -0.947 -0.420
6 C 2.091 -1.128 0.766
7 O 1.547 -1.031 1.841
8 H -2.417 0.288 -0.201
9 H -1.783 0.843 -1.776
10 H -2.011 1.992 -0.436
11 H 0.404 1.363 -0.730
12 H 0.279 0.410 1.663
13 H -0.182 -1.013 -1.473
14 H -0.392 -1.399 0.259
15 H 3.151 -1.385 0.636


Record 6
Density functional theory data (the ωB97M-V functional and the def2-TZVPD basis) for C4H8O3 in the gas phase.

LUMO level: 0.032 Ha
spin multiplicity: 1
frontier orbital gap: 10.91 eV

Cartesian coordinates (Å):
1 C 0.361 -2.328 -1.087
2 O -0.226 -1.202 -1.699
3 C 0.064 0.005 -1.070
4 C -0.667 0.201 0.253
5 O -1.654 -0.406 0.586
6 O -0.136 1.237 0.935
7 C -0.883 1.607 2.101
8 H 0.118 -3.189 -1.715
9 H -0.039 -2.497 -0.079
10 H 1.457 -2.230 -1.032
11 H 1.149 0.169 -0.961
12 H -0.339 0.793 -1.707
13 H -1.924 1.820 1.841
14 H -0.864 0.797 2.835
15 H -0.394 2.498 2.497


Record 7
Density functional theory data (the ωB97M-V functional and the def2-TZVPD basis) for C4H8O3 in the gas phase.

LUMO level: 0.032 Ha
spin multiplicity: 1
frontier orbital gap: 10.86 eV

Cartesian coordinates (Å):
1 C 0.114 -1.878 -0.244
2 C 0.647 -0.662 0.485
3 O 1.781 -0.181 -0.203
4 C -0.401 0.425 0.548
5 O 0.207 1.733 0.613
6 C -0.480 1.367 -0.562
7 O -1.579 2.148 -0.811
8 H 0.879 -2.655 -0.274
9 H -0.771 -2.271 0.265
10 H -0.156 -1.619 -1.274
11 H 0.915 -0.927 1.519
12 H 1.935 0.715 0.138
13 H -1.269 0.250 1.187
14 H 0.051 1.146 -1.491
15 H -1.876 2.404 0.071


Record 8
Density functional theory data (the ωB97M-V functional and the def2-TZVPD basis) for 2 unconnected molecules or ions with the total composition C4H8O3.

LUMO level: 0.019 Ha
spin multiplicity: 1
frontier orbital gap: 10.53 eV

Cartesian coordinates (Å):
1 O -1.798 1.910 1.491
2 C -1.133 1.217 0.779
3 C -0.865 -0.249 0.991
4 C 0.596 -0.595 0.731
5 C 0.842 -2.080 0.705
6 O 1.904 -2.577 0.962
7 H -0.644 1.650 -0.124
8 H -1.491 -0.818 0.305
9 H -1.230 -0.513 1.992
10 H 0.869 -0.151 -0.224
11 H 1.303 -0.162 1.444
12 H -0.014 -2.732 0.434
13 O 0.280 1.420 -3.147
14 H 1.036 1.467 -3.740
15 H 0.346 2.213 -2.600


Record 9
Density functional theory data (the ωB97M-V functional and the def2-TZVPD basis) for C4H8O3 in the gas phase.

LUMO level: 0.026 Ha
spin multiplicity: 1
frontier orbital gap: 9.37 eV

Cartesian coordinates (Å):
1 C 1.831 -1.013 -0.057
2 C 0.489 -0.500 0.368
3 C 0.059 0.760 0.190
4 O 0.761 1.741 -0.447
5 C -1.349 1.147 0.443
6 O -2.179 -0.126 0.328
7 O -2.442 -0.628 -0.969
8 H 1.790 -2.089 -0.209
9 H 2.164 -0.556 -0.990
10 H 2.586 -0.815 0.708
11 H -0.079 -1.142 1.023
12 H 1.636 1.412 -0.685
13 H -1.688 1.914 -0.257
14 H -1.521 1.415 1.486
15 H -2.057 -1.518 -0.931


Record 10
Density functional theory data (the ωB97M-V functional and the def2-TZVPD basis) for 2 unconnected molecules or ions with the total composition C4H8O3.

LUMO level: 0.025 Ha
spin multiplicity: 1
frontier orbital gap: 10.84 eV

Cartesian coordinates (Å):
1 O -3.245 0.376 -0.658
2 C -2.043 0.251 -0.565
3 C -1.437 -0.986 0.054
4 O -2.423 -1.909 0.404
5 H -1.341 1.026 -0.918
6 H -0.716 -1.412 -0.656
7 H -0.843 -0.658 0.927
8 H -3.269 -1.463 0.215
9 C 2.456 0.404 0.693
10 C 1.824 1.032 -0.514
11 O 0.920 0.538 -1.148
12 H 1.975 -0.549 0.923
13 H 3.526 0.249 0.509
14 H 2.378 1.085 1.550
15 H 2.238 2.015 -0.816


Record 11
Density functional theory data (the ωB97M-V functional and the def2-TZVPD basis) for a molecular structure, C4H8O3Rh.

LUMO level (alpha / beta): -0.375 / -0.536 Ha
spin multiplicity: 6
frontier orbital gap (alpha / beta): 8.77 / 6.02 eV
net charge: +2
expectation value of S²: 8.774

Cartesian coordinates (Å):
1 O 0.466 -0.542 -0.886
2 O 2.157 -0.389 -2.430
3 C 1.165 0.136 -1.962
4 O 1.474 1.514 -0.940
5 C 2.435 2.442 -1.390
6 C -0.331 -1.695 -1.211
7 C -1.263 -1.975 -0.058
8 H 3.444 2.005 -1.385
9 H 2.186 2.727 -2.423
10 H 2.399 3.345 -0.767
11 H -0.880 -1.476 -2.137
12 H 0.370 -2.522 -1.381
13 H -1.889 -1.100 0.170
14 H -1.919 -2.812 -0.328
15 H -0.706 -2.252 0.849
16 Rh 0.683 0.719 0.556


Record 12
Density functional theory data (the ωB97M-V functional and the def2-TZVPD basis) for a molecular structure, C4H8O3S.

LUMO level: 0.019 Ha
spin multiplicity: 1
frontier orbital gap: 8.86 eV

Cartesian coordinates (Å):
1 C -1.918 -0.626 -0.043
2 C -1.882 0.639 0.716
3 C -0.519 -0.265 -0.518
4 C 2.273 -0.638 -0.156
5 O 0.913 -0.165 1.933
6 O 1.018 1.537 0.196
7 O -0.366 0.400 -1.637
8 S 0.842 0.165 0.556
9 H -2.175 -1.699 0.352
10 H -2.481 -0.330 -0.970
11 H -2.063 1.560 0.254
12 H -1.583 0.653 1.745
13 H 2.807 -1.197 0.669
14 H 1.891 -1.340 -0.930
15 H 2.954 0.205 -0.596
16 H 0.287 1.100 -1.570


Record 13
Density functional theory data (the ωB97M-V functional and the def2-TZVPD basis) for C4H8O3S2 in the gas phase.

LUMO level (alpha / beta): -0.062 / -0.042 Ha
spin multiplicity: 1
frontier orbital gap (alpha / beta): 6.33 / 8.07 eV

Cartesian coordinates (Å):
1 C 2.366 1.454 1.427
2 C 0.738 -0.774 1.231
3 C -1.497 -0.931 -1.278
4 C -1.245 0.269 -0.372
5 O 1.411 0.571 -0.985
6 O 3.198 -0.811 0.197
7 O -0.273 -1.650 -1.321
8 S -0.864 -0.402 1.295
9 S 2.132 0.140 0.227
10 H 1.640 2.103 1.244
11 H 2.339 0.991 2.370
12 H 1.322 -1.055 2.148
13 H -1.801 -0.461 -2.211
14 H -2.117 -1.735 -0.915
15 H -2.076 1.019 -0.483
16 H -0.432 0.931 -0.634
17 H 0.271 -1.182 -1.916


Record 14
Density functional theory data (the ωB97M-V functional and the def2-TZVPD basis) for 2 unconnected molecules or ions with the total composition C4H8O4.

LUMO level: 0.253 Ha
spin multiplicity: 1
frontier orbital gap: 6.36 eV
net charge: -2

Cartesian coordinates (Å):
1 O -1.171 -0.770 -2.845
2 C -0.247 -0.704 -1.995
3 O 0.950 -0.365 -2.200
4 C -0.599 -1.034 -0.526
5 C -0.041 -0.045 0.494
6 C 0.002 -0.560 1.953
7 O 0.444 0.341 2.876
8 H -0.142 -2.016 -0.371
9 H -1.686 -1.138 -0.442
10 H -0.706 0.828 0.530
11 H 0.935 0.289 0.150
12 H -1.046 -0.912 2.178
13 H 0.627 -1.480 1.922
14 H 0.651 2.685 0.144
15 H 1.047 1.992 -1.123
16 O 0.983 2.889 -0.743


Record 15
Density functional theory data (the ωB97M-V functional and the def2-TZVPD basis) for C4H8O4 in the gas phase.

LUMO level: 0.022 Ha
spin multiplicity: 1
frontier orbital gap: 9.22 eV

Cartesian coordinates (Å):
1 O -2.253 -0.519 -0.052
2 C -1.249 0.111 0.660
3 C -0.047 -0.335 0.001
4 O -0.023 -1.628 -0.422
5 C 0.659 0.697 -0.878
6 O 0.946 0.423 -2.252
7 C 1.335 0.120 0.363
8 O 1.333 0.949 1.450
9 H -2.916 -0.828 0.542
10 H -1.165 -0.329 1.748
11 H -1.268 1.197 0.836
12 H -0.929 -1.856 -0.691
13 H 0.220 1.690 -0.659
14 H 0.987 -0.622 -2.291
15 H 2.153 -0.573 0.245
16 H 2.217 1.505 1.399


Record 16
Density functional theory data (the ωB97M-V functional and the def2-TZVPD basis) for C4H8O4 in the gas phase.

LUMO level: 0.031 Ha
spin multiplicity: 1
frontier orbital gap: 10.80 eV

Cartesian coordinates (Å):
1 C 2.515 -0.464 0.093
2 O 1.136 -0.859 0.163
3 C 0.215 0.107 0.399
4 O 0.280 1.125 -0.594
5 C -0.338 2.314 -0.088
6 C -1.131 -0.628 0.141
7 O -2.220 -0.190 0.421
8 O -0.840 -1.757 -0.511
9 H 2.495 0.576 -0.358
10 H 3.147 -1.153 -0.476
11 H 2.900 -0.278 1.070
12 H 0.312 0.494 1.425
13 H -0.381 2.951 -1.021
14 H -1.312 2.092 0.151
15 H 0.197 2.791 0.793
16 H -1.775 -2.010 -0.696


Record 17
Density functional theory data (the ωB97M-V functional and the def2-TZVPD basis) for C4H8O4S2 in the gas phase.

LUMO level: -0.003 Ha
spin multiplicity: 1
frontier orbital gap: 9.63 eV

Cartesian coordinates (Å):
1 O 2.207 -0.211 0.854
2 S 1.633 1.023 0.704
3 O 2.128 2.212 1.278
4 C -0.151 0.774 1.338
5 C -0.514 -0.470 0.635
6 O -1.950 -0.437 0.313
7 C 0.103 -0.880 -0.816
8 O -0.950 -1.519 -1.418
9 C 0.352 0.192 -1.831
10 S 1.442 1.571 -1.349
11 H -0.036 0.532 2.413
12 H -0.565 1.712 1.062
13 H -0.444 -1.276 1.395
14 H -2.369 -0.427 1.205
15 H 0.996 -1.699 -0.518
16 H -1.713 -1.270 -0.708
17 H 0.564 -0.368 -2.846
18 H -0.732 0.540 -1.710


Record 18
Density functional theory data (the ωB97M-V functional and the def2-TZVPD basis) for a molecular structure, C4H8O4Tl.

LUMO level: 0.124 Ha
spin multiplicity: 1
frontier orbital gap: 5.37 eV
net charge: -1

Cartesian coordinates (Å):
1 O -0.461 1.370 -0.881
2 C -1.310 1.377 0.189
3 C -2.032 0.039 0.316
4 O -1.050 -0.983 0.355
5 C -1.562 -2.291 0.322
6 H -2.105 2.158 0.135
7 H -0.740 1.579 1.185
8 H -2.668 -0.121 -0.575
9 H -2.661 -0.005 1.225
10 H -0.712 -2.980 0.237
11 H -2.121 -2.517 1.245
12 H -2.232 -2.427 -0.544
13 O 2.710 -0.947 0.263
14 C 3.418 -0.989 -0.779
15 O 2.910 -1.073 -1.931
16 Tl 0.759 -0.272 -1.069
17 H 4.486 -1.296 -0.664


Record 19
Density functional theory data (the ωB97M-V functional and the def2-TZVPD basis) for C4H8O6 in the gas phase.

LUMO level: 0.017 Ha
spin multiplicity: 1
frontier orbital gap: 9.71 eV

Cartesian coordinates (Å):
1 O -2.433 0.282 -0.114
2 C -1.221 0.301 0.455
3 C -0.408 1.587 0.243
4 O 0.809 1.359 -0.380
5 C 1.210 0.073 -0.150
6 O 1.963 -0.400 -1.140
7 O 1.751 -0.011 1.081
8 C -0.230 -0.841 -0.109
9 O -0.080 -1.871 0.752
10 O -0.630 -1.236 -1.360
11 H -2.303 -0.174 -0.992
12 H -1.438 0.004 1.555
13 H -1.076 2.100 -0.491
14 H -0.374 2.251 1.130
15 H 2.552 0.280 -1.629
16 H 2.721 -0.227 0.989
17 H 0.507 -1.560 1.377
18 H -1.318 -1.917 -1.218


Record 20
Density functional theory data (the ωB97M-V functional and the def2-TZVPD basis) for 2 unconnected molecules or ions with the total composition C4H8OS.

LUMO level: 0.014 Ha
spin multiplicity: 1
frontier orbital gap: 8.17 eV

Cartesian coordinates (Å):
1 C -2.082 -1.255 -2.027
2 C 0.425 0.671 0.277
3 C 0.016 2.038 0.612
4 C 1.569 -1.218 0.911
5 O 1.364 0.237 1.051
6 S -1.142 -1.260 -0.674
7 H -1.933 -1.723 -3.037
8 H -2.850 -0.516 -1.897
9 H -0.171 2.423 -0.396
10 H 0.784 2.753 1.077
11 H -0.863 2.105 1.240
12 H 0.641 -1.625 1.319
13 H 2.413 -1.350 1.647
14 H 1.827 -1.281 -0.102


Table of ΔE to the lowest compared entry with this formula, charge and spin (kJ/mol), in record order: 133.3; 173.9; 705.8; 510.5; 86.0; 137.5; 203.9; 167.9; 464.2; 185.9; 101.6; 442.8; 450.6; 25.7; 403.5; 286.7; 306.5; 0.0; 0.0; 474.5